C10H23ClO2Ta as an isolated structure at a distorted geometry, computed with ωB97M-V/def2-TZVPD.

Properties
Frontier orbital gap, Eh: 0.29291
E, a.u.: -1062.2128
M, g mol⁻¹: 391.69

```
! RIJCOSX wB97M-V def2-TZVPD def2/J DEFGRID3
* xyz -1 1
C 0.058 -1.673 2.653
C 1.558 -1.775 1.992
O 2.546 -1.101 2.624
O 1.942 -2.562 0.810
C 1.785 -1.806 -0.442
C 2.986 -0.738 -0.767
C 2.384 0.703 -1.360
C 2.231 1.866 -0.210
C 0.819 1.827 0.627
C -0.487 2.370 -0.242
C -1.287 1.074 -0.849
C -2.940 1.140 -0.605
Ta -3.629 -1.118 -0.698
Cl -4.192 -3.628 -0.775
H -0.566 -2.665 2.600
H 0.164 -1.387 3.807
H -0.555 -0.780 2.169
H 1.642 -2.577 -1.340
H 0.783 -1.207 -0.367
H 3.614 -1.194 -1.673
H 3.752 -0.567 0.100
H 3.158 1.108 -2.172
H 1.361 0.567 -1.920
H 3.143 1.853 0.524
H 2.264 2.927 -0.753
H 0.937 2.599 1.530
H 0.653 0.780 1.126
H -1.158 3.003 0.507
H -0.122 3.103 -1.106
H -1.027 0.813 -1.968
H -0.936 0.126 -0.215
H -3.082 1.534 0.512
H -3.492 1.813 -1.387
H -4.852 -0.759 -2.044
H -4.879 -0.830 0.631
H -2.329 -1.430 0.629
H -2.246 -1.408 -1.944
*
```